1.
Molecular formula: C27H38I2N10O2Pd
Method: DFT, the ωB97M-V functional and the def2-TZVPD basis

Structure (ORCA input):
```
! RIJCOSX wB97M-V def2-TZVPD def2/J DEFGRID3
* xyz 2 5
Pd 0.457 -0.595 0.831
C 3.354 2.699 -1.330
C 1.919 2.724 -1.709
N 1.493 3.636 -2.550
C 0.199 3.659 -2.867
C -0.772 2.742 -2.395
C -2.205 2.918 -2.855
O -3.096 2.980 -1.753
C -0.382 1.736 -1.529
C -1.400 0.752 -1.145
N -1.267 -0.311 -0.442
C -2.351 -1.249 -0.399
C -3.318 -1.270 -1.411
C -4.388 -2.144 -1.373
C -4.512 -3.046 -0.329
C -3.532 -3.094 0.647
C -2.456 -2.220 0.603
I -0.992 -2.555 2.072
C 1.007 1.731 -1.114
O 1.503 0.964 -0.257
H 3.884 3.480 -1.866
H 3.797 1.726 -1.555
H 3.466 2.848 -0.253
H -0.110 4.447 -3.545
H -2.505 2.068 -3.473
H -2.278 3.801 -3.490
H -3.298 3.897 -1.543
H -2.378 0.961 -1.559
H -3.225 -0.619 -2.269
H -5.116 -2.128 -2.173
H -5.346 -3.734 -0.288
H -3.600 -3.826 1.441
C 1.414 -3.503 -0.490
N 1.446 -2.040 -0.813
C 0.691 -1.877 -2.097
N 1.239 -2.669 -3.173
C 1.206 -4.083 -2.776
N 1.977 -4.306 -1.551
C 3.363 -3.889 -1.789
N 3.432 -2.475 -2.174
C 2.874 -1.677 -1.108
C 2.637 -2.279 -3.387
H 0.376 -3.793 -0.328
H 1.973 -3.675 0.432
H 0.721 -0.821 -2.377
H -0.342 -2.181 -1.926
H 1.622 -4.690 -3.578
H 0.171 -4.387 -2.611
H 3.788 -4.498 -2.585
H 3.950 -4.046 -0.882
H 2.903 -0.621 -1.379
H 3.468 -1.826 -0.209
H 3.057 -2.878 -4.194
H 2.677 -1.228 -3.680
I 2.941 -1.454 4.298
C 2.791 -1.297 2.281
H 2.720 -2.237 1.758
H 3.244 -0.439 1.802
C -0.203 2.423 1.777
N -0.387 1.030 2.300
C -1.847 0.885 2.630
N -2.295 1.887 3.565
C -2.068 3.217 2.997
N -0.647 3.431 2.709
C 0.113 3.284 3.957
N -0.082 1.955 4.539
C 0.363 0.957 3.598
C -1.512 1.764 4.800
H -0.781 2.516 0.857
H 0.858 2.568 1.571
H -2.002 -0.099 3.069
H -2.416 0.960 1.700
H -2.410 3.973 3.702
H -2.643 3.316 2.074
H -0.218 4.041 4.667
H 1.174 3.439 3.755
H 0.211 -0.039 4.016
H 1.424 1.097 3.384
H -1.850 2.513 5.515
H -1.673 0.775 5.233
*
```

Results
orbital gap (alpha / beta) = 6.7 / 5.1 eV
HOMO energy (alpha / beta) = -13.534 / -13.827 eV
ΔE to the lowest compared entry with this formula, charge and spin = 21.4 kJ/mol
E_LUMO (alpha / beta) = -6.81 / -8.75 eV

2.
Molecular formula: C27H38N5OTeTi
Method: DFT, the ωB97M-V functional and the def2-TZVPD basis

Structure (ORCA input):
```
! RIJCOSX wB97M-V def2-TZVPD def2/J DEFGRID3
* xyz 1 1
Ti -0.993 0.181 0.429
C 0.308 -0.385 3.353
C 1.701 -0.948 3.078
C 1.717 -2.371 2.524
C 2.536 0.008 2.252
C 3.679 0.529 2.841
C 4.520 1.385 2.152
C 4.204 1.742 0.857
C 3.058 1.270 0.221
C 2.789 1.803 -1.184
C 3.733 1.161 -2.211
C 2.926 3.327 -1.262
C 2.239 0.371 0.929
N 1.033 -0.134 0.284
C 1.141 -0.588 -0.946
C 0.034 -0.761 -1.803
C 0.014 -1.075 -3.149
C -1.306 -0.922 -3.584
C -2.083 -0.520 -2.498
N -1.284 -0.423 -1.400
C -3.555 -0.190 -2.466
C -4.280 -1.100 -1.467
C -3.735 1.278 -2.048
C -4.159 -0.388 -3.857
H -0.356 -1.099 3.840
H -0.182 -0.075 2.428
H 0.359 0.524 3.955
H 2.192 -1.004 4.051
H 1.300 -2.432 1.519
H 1.143 -3.031 3.174
H 2.742 -2.745 2.491
H 3.916 0.244 3.860
H 5.409 1.781 2.627
H 4.850 2.431 0.326
H 1.763 1.575 -1.470
H 4.770 1.403 -1.970
H 3.525 1.545 -3.212
H 3.663 0.071 -2.244
H 3.973 3.635 -1.225
H 2.401 3.827 -0.450
H 2.518 3.687 -2.208
H 2.125 -0.804 -1.345
H 0.872 -1.367 -3.738
H -1.669 -1.084 -4.586
H -3.943 -0.939 -0.441
H -4.134 -2.156 -1.706
H -5.350 -0.888 -1.497
H -3.245 1.507 -1.101
H -4.798 1.495 -1.923
H -3.332 1.957 -2.801
H -4.073 -1.425 -4.190
H -3.686 0.258 -4.600
H -5.221 -0.135 -3.825
C -1.247 -4.211 2.137
Te -1.729 -2.814 0.625
C -0.673 -3.863 -0.876
H -1.839 -5.100 1.934
H -1.516 -3.798 3.106
H -0.184 -4.428 2.100
H 0.397 -3.816 -0.683
H -0.908 -3.415 -1.839
H -1.026 -4.891 -0.845
O -0.875 1.945 0.218
N 0.188 2.691 0.641
C -0.116 3.521 1.558
C -1.458 3.704 2.070
N -2.523 3.846 2.474
C 0.970 4.309 2.097
N 1.818 4.941 2.543
C -2.532 0.302 1.822
H -3.383 0.688 1.247
H -2.319 1.023 2.609
H -2.815 -0.642 2.282
*
```

Results
orbital gap = 7.3 eV
HOMO energy = -11.449 eV
ΔE to the lowest compared entry with this formula, charge and spin = 56.1 kJ/mol
E_LUMO = -4.18 eV

3.
Molecular formula: C27H39As3ClN2O8P2Zr
Method: DFT, the ωB97M-V functional and the def2-TZVPD basis

Structure (ORCA input):
```
! RIJCOSX wB97M-V def2-TZVPD def2/J DEFGRID3
* xyz 1 1
Zr 15.349 9.026 9.967
Cl 17.871 15.867 11.436
C 16.946 14.450 11.324
C 15.707 14.519 10.606
C 14.997 13.400 10.340
C 15.541 12.101 10.656
O 14.917 11.017 10.066
C 16.769 12.001 11.464
C 17.376 10.742 11.918
N 16.822 9.622 11.618
C 17.090 8.290 11.992
C 18.310 7.737 12.330
C 18.304 6.469 12.942
C 17.161 5.736 13.237
C 15.913 6.169 12.782
C 14.716 5.429 12.785
C 13.556 6.164 12.423
C 13.554 7.534 12.156
N 14.721 8.172 11.993
C 15.919 7.523 12.276
C 17.389 13.236 11.857
H 15.433 15.504 10.253
H 14.034 13.369 9.919
H 18.388 10.770 12.412
H 19.184 8.285 12.082
H 19.262 6.127 13.282
H 17.210 4.683 13.580
H 14.762 4.336 12.938
H 12.563 5.737 12.450
H 12.603 8.035 12.092
H 18.225 13.254 12.529
C 12.408 14.873 4.433
As 11.620 14.181 6.170
C 13.479 13.372 6.324
C 10.723 12.596 5.248
C 9.267 12.385 5.735
C 8.861 10.955 5.276
C 9.183 12.491 7.280
As 10.550 11.603 8.340
C 9.941 9.688 8.492
C 9.606 12.214 9.997
C 8.385 13.420 4.959
As 6.403 13.553 4.835
C 5.913 14.336 6.568
C 5.801 11.707 5.049
H 11.755 15.504 3.871
H 12.530 14.029 3.715
H 13.373 15.410 4.577
H 14.232 14.181 6.179
H 13.504 12.511 5.652
H 13.658 13.030 7.302
H 11.438 11.742 5.343
H 10.810 12.873 4.182
H 9.708 10.282 5.519
H 8.648 10.888 4.148
H 7.976 10.486 5.699
H 8.146 12.103 7.605
H 9.161 13.555 7.586
H 9.561 9.392 7.511
H 9.113 9.582 9.236
H 10.817 9.109 8.814
H 8.480 12.214 9.912
H 9.924 13.241 10.214
H 9.967 11.501 10.770
H 8.697 13.288 3.929
H 8.545 14.474 5.233
H 6.613 15.120 6.707
H 5.817 13.603 7.392
H 4.909 14.729 6.434
H 6.254 11.033 4.295
H 4.711 11.672 4.910
H 6.050 11.368 6.046
O 15.122 9.834 6.720
P 16.206 8.665 6.910
O 17.390 8.574 6.018
O 16.584 8.922 8.443
O 15.249 7.311 6.972
P 14.371 7.024 8.299
O 13.275 6.022 7.768
O 15.301 6.575 9.417
O 13.666 8.277 8.777
H 15.043 10.123 5.783
H 12.407 6.474 7.809
*
```

Results
orbital gap = 4.9 eV
HOMO energy = -9.724 eV
ΔE to the lowest compared entry with this formula, charge and spin = 0.0 kJ/mol
E_LUMO = -4.81 eV

4.
Molecular formula: C27H39B2N5O4S
Method: DFT, the ωB97M-V functional and the def2-TZVPD basis

Structure (ORCA input):
```
! RIJCOSX wB97M-V def2-TZVPD def2/J DEFGRID3
* xyz 0 1
C -4.892 1.257 -3.972
C -4.942 0.591 -2.978
C -4.951 -0.359 -1.873
C -4.369 -1.721 -2.289
C -2.846 -1.808 -2.062
B -1.960 -1.390 -3.287
B -0.569 -0.411 -3.132
O -0.692 0.876 -2.648
O 0.633 -0.926 -3.481
C 1.805 -0.293 -2.957
S -2.391 -1.965 -5.047
C -2.777 -0.549 -6.058
O -1.137 -2.513 -5.540
O -3.500 -2.900 -5.081
H -4.902 1.857 -4.853
H -5.982 -0.485 -1.540
H -4.417 0.063 -1.021
H -4.653 -1.946 -3.312
H -4.863 -2.466 -1.666
H -2.580 -1.163 -1.224
H -2.587 -2.845 -1.835
H -1.609 1.049 -2.408
H 1.598 0.373 -2.125
H 2.458 -1.083 -2.587
H 2.354 0.203 -3.753
H -3.740 -0.727 -6.529
H -2.026 -0.472 -6.840
H -2.792 0.374 -5.487
C -5.999 -0.518 -8.041
C -6.476 0.460 -8.957
C -7.278 1.320 -8.256
N -7.305 0.900 -6.953
C -6.527 -0.218 -6.814
H -5.345 -1.346 -8.257
H -6.256 0.523 -10.009
H -7.829 2.189 -8.570
H -7.818 1.341 -6.213
H -6.416 -0.700 -5.858
C 2.692 -0.376 2.108
C 2.952 0.886 2.709
C 2.420 1.844 1.888
N 1.854 1.215 0.815
C 2.014 -0.138 0.942
H 2.969 -1.346 2.487
H 3.469 1.066 3.638
H 2.397 2.917 1.973
H 1.390 1.674 0.052
H 1.630 -0.813 0.196
C -0.147 4.972 6.114
C -0.470 5.439 4.811
C 0.347 4.783 3.929
N 1.152 3.943 4.648
C 0.855 4.049 5.979
H -0.600 5.277 7.042
H -1.217 6.170 4.552
H 0.424 4.843 2.857
H 1.851 3.338 4.257
H 1.380 3.460 6.713
C 4.954 -0.810 7.148
C 4.045 0.073 6.505
C 4.666 1.290 6.407
N 5.908 1.177 6.969
C 6.093 -0.101 7.420
H 4.786 -1.848 7.381
H 3.053 -0.160 6.153
H 4.333 2.224 5.987
H 6.581 1.917 7.037
H 7.015 -0.395 7.891
C 5.448 -5.018 2.912
C 5.995 -5.048 4.225
C 5.815 -3.804 4.766
N 5.188 -3.024 3.835
C 4.958 -3.756 2.703
H 5.420 -5.829 2.204
H 6.465 -5.885 4.712
H 6.082 -3.402 5.728
H 4.940 -2.059 3.967
H 4.470 -3.318 1.849
*
```

Results
orbital gap = 7.5 eV
HOMO energy = -8.180 eV
SMILES = C#CCCCB(B(O)OC)S(C)(=O)=O.c1cc[nH]c1.c1cc[nH]c1.c1cc[nH]c1.c1cc[nH]c1.c1cc[nH]c1
E_LUMO = -0.67 eV

5.
Molecular formula: C27H39BBrInN5O2
Method: DFT, the ωB97M-V functional and the def2-TZVPD basis

Structure (ORCA input):
```
! RIJCOSX wB97M-V def2-TZVPD def2/J DEFGRID3
* xyz -1 1
C -3.941 -4.638 1.765
C -2.548 -5.029 1.241
C -1.408 -4.437 2.068
N -1.485 -2.987 2.202
In 0.443 -2.022 2.213
C 1.570 -3.363 3.606
C 0.888 -3.403 4.924
C 0.972 -2.113 5.721
Br 1.663 -4.891 6.124
B 1.253 -2.014 0.047
O 1.639 -3.171 -0.611
O 1.378 -0.882 -0.748
C 0.636 0.291 -0.469
H -3.841 -4.006 2.648
H -4.530 -5.514 2.039
H -4.522 -4.079 1.031
H -2.419 -4.708 0.202
H -2.447 -6.118 1.248
H -1.434 -4.903 3.066
H -0.467 -4.787 1.609
H -2.032 -2.640 1.419
H 0.262 -0.398 2.911
H 1.531 -4.345 3.130
H 2.615 -3.065 3.709
H -0.147 -3.714 4.805
H 1.939 -1.638 5.544
H 0.191 -1.428 5.391
H 0.879 -2.280 6.791
H 1.573 -3.043 -1.563
H 0.499 0.828 -1.409
H -0.348 0.064 -0.055
H 1.163 0.932 0.241
N 1.310 -0.712 9.119
C 2.516 -0.163 9.219
C 3.277 -0.193 10.380
C 2.754 -0.827 11.495
C 1.499 -1.406 11.402
C 0.821 -1.322 10.194
H 2.895 0.319 8.324
H 4.255 0.267 10.402
H 3.317 -0.874 12.419
H 1.051 -1.918 12.243
H -0.160 -1.772 10.080
N -3.013 1.938 -3.198
C -2.667 0.703 -2.838
C -1.842 -0.117 -3.597
C -1.346 0.369 -4.796
C -1.697 1.654 -5.180
C -2.527 2.394 -4.352
H -3.064 0.353 -1.892
H -1.587 -1.107 -3.244
H -0.689 -0.225 -5.414
H -1.334 2.081 -6.106
H -2.807 3.404 -4.631
N 1.564 0.605 -6.429
C 1.874 1.889 -6.579
C 2.699 2.365 -7.588
C 3.233 1.457 -8.487
C 2.921 0.115 -8.340
C 2.083 -0.258 -7.298
H 1.441 2.569 -5.852
H 2.915 3.423 -7.661
H 3.883 1.788 -9.287
H 3.316 -0.632 -9.015
H 1.818 -1.300 -7.154
N -1.958 5.681 -5.751
C -0.800 5.975 -5.166
C -0.489 7.233 -4.671
C -1.431 8.241 -4.792
C -2.642 7.948 -5.399
C -2.857 6.656 -5.857
H -0.089 5.160 -5.082
H 0.467 7.410 -4.199
H -1.228 9.235 -4.417
H -3.411 8.700 -5.512
H -3.797 6.390 -6.329
*
```

Results
orbital gap = 5.8 eV
HOMO energy = -3.908 eV
E_LUMO = 1.94 eV

6.
Molecular formula: C27H39BN6O4S4W
Method: DFT, the ωB97M-V functional and the def2-TZVPD basis

Structure (ORCA input):
```
! RIJCOSX wB97M-V def2-TZVPD def2/J DEFGRID3
* xyz 2 3
W -0.795 -2.100 -3.380
C 1.447 -5.262 0.288
C 0.768 -3.944 0.529
C 0.355 -3.522 1.768
C -0.309 -2.292 1.938
N -0.508 -1.492 0.903
N -0.097 -1.906 -0.277
B -0.268 -0.913 -1.456
N -1.436 0.022 -1.165
N -1.124 1.239 -0.745
C -2.113 2.006 -0.340
C -3.446 1.522 -0.338
C -3.755 0.273 -0.798
C -5.150 -0.283 -0.841
C -2.659 -0.480 -1.268
S -2.788 -2.048 -1.981
C -1.729 3.376 0.199
C -1.496 3.210 1.713
C -0.439 3.872 -0.461
C -2.855 4.387 -0.044
N 1.020 -0.093 -1.614
N 1.709 0.117 -0.496
C 2.748 0.917 -0.574
C 3.085 1.541 -1.798
C 2.384 1.300 -2.942
C 2.744 1.907 -4.271
C 1.310 0.403 -2.804
S 0.363 -0.129 -4.158
C 3.538 1.190 0.692
C 5.039 1.051 0.393
C 3.219 2.631 1.131
C 3.148 0.217 1.803
C 0.478 -3.071 -0.528
S 0.809 -3.440 -2.209
C -0.838 -1.774 3.269
C -2.328 -1.439 3.100
C -0.673 -2.813 4.378
C -0.066 -0.494 3.631
H 1.622 -5.783 1.226
H 0.833 -5.900 -0.352
H 2.405 -5.123 -0.217
H 0.534 -4.157 2.626
H -4.243 2.165 0.015
H -5.879 0.477 -0.571
H -5.393 -0.664 -1.835
H -5.247 -1.119 -0.141
H -0.661 2.530 1.905
H -1.261 4.180 2.155
H -2.384 2.819 2.217
H 0.386 3.174 -0.312
H -0.577 4.025 -1.535
H -0.160 4.830 -0.019
H -3.746 4.178 0.554
H -2.506 5.378 0.246
H -3.142 4.431 -1.098
H 3.924 2.226 -1.831
H 3.246 2.862 -4.129
H 3.427 1.244 -4.811
H 1.871 2.064 -4.903
H 5.407 1.825 -0.284
H 5.598 1.150 1.324
H 5.275 0.074 -0.036
H 3.436 3.356 0.341
H 2.167 2.732 1.412
H 3.831 2.892 1.996
H 3.416 -0.811 1.543
H 3.688 0.487 2.711
H 2.077 0.250 2.016
H -2.900 -2.317 2.784
H -2.732 -1.101 4.056
H -2.469 -0.642 2.365
H -1.218 -3.737 4.163
H 0.378 -3.056 4.563
H -1.075 -2.407 5.307
H -0.107 0.233 2.816
H -0.513 -0.043 4.519
H 0.983 -0.711 3.855
O -1.798 -3.852 -3.940
S -1.569 -3.223 -5.329
O -2.055 -3.869 -6.472
O -2.089 -1.812 -4.970
O -0.075 -2.936 -5.175
*
```

Results
orbital gap (alpha / beta) = 6.5 / 5.5 eV
HOMO energy (alpha / beta) = -14.499 / -15.037 eV
E_LUMO (alpha / beta) = -8.01 / -9.57 eV

What did the second record say?
Molecular formula: C27H38N5OTeTi
Method: DFT, the ωB97M-V functional and the def2-TZVPD basis

Structure (ORCA input):
```
! RIJCOSX wB97M-V def2-TZVPD def2/J DEFGRID3
* xyz 1 1
Ti -0.993 0.181 0.429
C 0.308 -0.385 3.353
C 1.701 -0.948 3.078
C 1.717 -2.371 2.524
C 2.536 0.008 2.252
C 3.679 0.529 2.841
C 4.520 1.385 2.152
C 4.204 1.742 0.857
C 3.058 1.270 0.221
C 2.789 1.803 -1.184
C 3.733 1.161 -2.211
C 2.926 3.327 -1.262
C 2.239 0.371 0.929
N 1.033 -0.134 0.284
C 1.141 -0.588 -0.946
C 0.034 -0.761 -1.803
C 0.014 -1.075 -3.149
C -1.306 -0.922 -3.584
C -2.083 -0.520 -2.498
N -1.284 -0.423 -1.400
C -3.555 -0.190 -2.466
C -4.280 -1.100 -1.467
C -3.735 1.278 -2.048
C -4.159 -0.388 -3.857
H -0.356 -1.099 3.840
H -0.182 -0.075 2.428
H 0.359 0.524 3.955
H 2.192 -1.004 4.051
H 1.300 -2.432 1.519
H 1.143 -3.031 3.174
H 2.742 -2.745 2.491
H 3.916 0.244 3.860
H 5.409 1.781 2.627
H 4.850 2.431 0.326
H 1.763 1.575 -1.470
H 4.770 1.403 -1.970
H 3.525 1.545 -3.212
H 3.663 0.071 -2.244
H 3.973 3.635 -1.225
H 2.401 3.827 -0.450
H 2.518 3.687 -2.208
H 2.125 -0.804 -1.345
H 0.872 -1.367 -3.738
H -1.669 -1.084 -4.586
H -3.943 -0.939 -0.441
H -4.134 -2.156 -1.706
H -5.350 -0.888 -1.497
H -3.245 1.507 -1.101
H -4.798 1.495 -1.923
H -3.332 1.957 -2.801
H -4.073 -1.425 -4.190
H -3.686 0.258 -4.600
H -5.221 -0.135 -3.825
C -1.247 -4.211 2.137
Te -1.729 -2.814 0.625
C -0.673 -3.863 -0.876
H -1.839 -5.100 1.934
H -1.516 -3.798 3.106
H -0.184 -4.428 2.100
H 0.397 -3.816 -0.683
H -0.908 -3.415 -1.839
H -1.026 -4.891 -0.845
O -0.875 1.945 0.218
N 0.188 2.691 0.641
C -0.116 3.521 1.558
C -1.458 3.704 2.070
N -2.523 3.846 2.474
C 0.970 4.309 2.097
N 1.818 4.941 2.543
C -2.532 0.302 1.822
H -3.383 0.688 1.247
H -2.319 1.023 2.609
H -2.815 -0.642 2.282
*
```

Results
orbital gap = 7.3 eV
HOMO energy = -11.449 eV
ΔE to the lowest compared entry with this formula, charge and spin = 56.1 kJ/mol
E_LUMO = -4.18 eV